Record 1
{
  "formula": "C3H8S",
  "method": "ωB97M-V with the def2-TZVPD basis set",
  "species": ["C", "C", "S", "C", "H", "H", "H", "H", "H", "H", "H", "H"],
  "coordinates": [[0.2360, 1.1048, 0.7888], [-0.5376, -0.2053, 1.0228], [-1.2985, -0.7669, -0.5230], [0.1147, -0.9156, -1.6135], [0.8916, 1.3028, 1.6313], [-0.3338, 2.2060, 0.6622], [0.8787, 0.9897, -0.0536], [-1.1780, -0.0411, 2.0282], [0.1731, -0.9500, 1.4278], [-0.2158, -1.3868, -2.4976], [0.3627, 0.1150, -1.8004], [0.9068, -1.4527, -1.0731]],
  "forces_ev_per_a": [[-1.060, 2.641, 0.616], [0.022, 1.301, 2.357], [-1.659, -0.580, 0.935], [0.398, 0.845, 1.913], [0.165, -0.087, 0.268], [0.868, -3.356, 0.138], [0.466, 0.149, -0.667], [0.398, -0.544, -2.893], [-0.059, 0.117, -0.648], [-0.242, -0.669, -0.884], [0.761, 0.087, -0.559], [-0.059, 0.096, -0.577]],
  "nbo_charge": [-0.62, -0.57, 0.19, -0.74, 0.21, 0.21, 0.20, 0.25, 0.21, 0.24, 0.21, 0.22],
  "e_lumo_ev": 1.06,
  "largest_force_ev_per_a": 3.5,
  "smiles": "CCSC",
  "orbital_gap_ev": 9.502,
  "total_energy_ha": -517.243255
}

***

Record 2
{
  "formula": "C6H14BNO",
  "method": "ωB97M-V with the def2-TZVPD basis set",
  "species": ["C", "C", "N", "O", "H", "H", "H", "H", "H", "C", "C", "B", "C", "C", "H", "H", "H", "H", "H", "H", "H", "H", "H"],
  "coordinates": [[2.5340, 2.1922, 0.0856], [1.9797, 1.1512, 1.0150], [0.7713, 0.6582, 0.8327], [0.1778, -0.2258, 1.4873], [3.0153, 1.8055, -0.7586], [1.7101, 2.9216, -0.1056], [3.3845, 2.6274, 0.6477], [2.6294, 0.7167, 1.7562], [0.1633, 0.9854, -0.0383], [-2.5433, 1.1215, 0.0673], [-1.5896, 0.3913, -0.8845], [-0.9698, -0.8236, -0.9755], [-0.2241, -2.1284, -1.0549], [-0.3703, -2.7774, 0.2959], [-2.2907, 2.1218, 0.2071], [-3.5567, 1.0173, -0.4443], [-2.5711, 0.6121, 1.0349], [-1.2769, 1.0684, -1.8096], [0.7643, -1.9470, -1.3648], [-0.6220, -2.6401, -1.9132], [-1.3686, -2.6071, 0.7126], [-0.0831, -3.8847, 0.2890], [0.3365, -2.3566, 0.9181]],
  "forces_ev_per_a": [[-0.740, 0.897, 2.378], [-1.222, -0.820, -0.970], [0.999, 1.730, -1.227], [-0.093, -0.535, 0.689], [0.197, -0.681, -1.689], [1.091, -0.267, -0.290], [-0.712, 0.457, -0.269], [-0.315, -0.200, 0.366], [1.078, -0.428, 1.438], [-1.288, -2.954, -1.381], [0.287, 2.847, -1.594], [-0.060, 0.245, 0.320], [-0.977, 0.340, -0.950], [-0.430, -2.849, -0.636], [0.359, 1.741, 0.151], [0.980, 0.541, 1.032], [-0.073, 0.120, -0.149], [-0.763, -1.478, 1.451], [1.713, 0.215, 0.081], [-0.535, -0.887, -0.153], [0.228, -0.371, 0.071], [-0.864, 1.275, -0.215], [1.140, 1.062, 1.548]],
  "nbo_charge": [-0.66, -0.02, -0.05, -0.55, 0.22, 0.23, 0.23, 0.20, 0.39, -0.60, -0.95, 0.96, -0.85, -0.58, 0.20, 0.21, 0.22, 0.26, 0.24, 0.24, 0.21, 0.20, 0.24],
  "e_lumo_ev": 0.63,
  "largest_force_ev_per_a": 3.5,
  "smiles": "C/C=[NH+]/[O-].C/C=B/CC",
  "orbital_gap_ev": 8.672,
  "total_energy_ha": -391.682181
}

***

Record 3
{
  "formula": "C31H35BrN2Sn",
  "method": "ωB97M-V with the def2-TZVPD basis set",
  "species": ["Sn", "Br", "C", "C", "C", "C", "C", "C", "C", "C", "C", "C", "H", "H", "H", "H", "H", "H", "C", "C", "C", "C", "C", "C", "C", "C", "C", "C", "C", "C", "N", "C", "C", "C", "C", "C", "N", "C", "C", "C", "C", "H", "H", "H", "H", "H", "H", "H", "H", "H", "H", "H", "H", "H", "H", "H", "H", "H", "H", "H", "H", "H", "H", "H", "H", "H", "H", "H", "H", "H"],
  "coordinates": [[0.8094, 0.1480, -0.2312], [3.4832, 1.2421, 0.4385], [2.6419, 2.8495, 1.0217], [3.4333, 3.7544, 1.6590], [2.8807, 4.9827, 2.0801], [1.5678, 5.2515, 1.8440], [0.7323, 4.3078, 1.1967], [-0.6324, 4.6079, 0.9646], [-1.4593, 3.7403, 0.3131], [-0.9576, 2.4912, -0.1033], [0.3606, 2.1707, 0.1228], [1.2637, 3.0574, 0.7680], [4.4792, 3.5419, 1.8329], [3.5135, 5.7035, 2.5787], [1.1406, 6.2009, 2.1411], [-1.0165, 5.5564, 1.3197], [-2.4945, 3.9909, 0.1236], [-1.6290, 1.8030, -0.6069], [-0.3464, -5.3765, 0.1977], [0.3714, -4.1670, 0.8090], [1.6383, -4.6143, 1.5459], [-0.5402, -3.3952, 1.7506], [-0.9371, -3.9687, 2.9420], [-1.6512, -3.2412, 3.8869], [-1.9432, -1.8982, 3.6818], [-1.5562, -1.2591, 2.5213], [-1.8490, 0.2080, 2.3167], [-1.5326, 1.0406, 3.5595], [-3.2966, 0.4186, 1.8599], [-0.9342, -2.0475, 1.5145], [-0.7248, -1.4628, 0.2643], [-1.0449, -2.1102, -0.8507], [-0.7119, -1.5706, -2.0816], [-1.1273, -1.9533, -3.3954], [-0.5516, -1.0706, -4.2516], [0.2621, -0.1673, -3.4733], [0.1324, -0.4767, -2.1659], [1.1366, 0.9270, -4.0033], [2.5219, 0.8545, -3.3445], [1.2832, 0.8131, -5.5204], [0.4666, 2.2723, -3.6452], [0.3131, -5.8870, -0.5044], [-1.2578, -5.0968, -0.3344], [-0.6251, -6.0907, 0.9733], [0.6854, -3.5044, -0.0010], [1.4037, -5.3321, 2.3319], [2.1552, -3.7705, 2.0057], [2.3218, -5.1007, 0.8497], [-0.6717, -4.9956, 3.1562], [-1.9522, -3.7167, 4.8114], [-2.4765, -1.3499, 4.4465], [-1.2047, 0.5667, 1.5181], [-2.2579, 0.8617, 4.3538], [-1.5787, 2.1026, 3.3120], [-0.5396, 0.8173, 3.9523], [-3.9911, 0.0262, 2.6039], [-3.4997, -0.0853, 0.9123], [-3.5028, 1.4836, 1.7389], [-1.6132, -3.0329, -0.8035], [-1.7955, -2.7674, -3.6311], [-0.6428, -1.0485, -5.3247], [2.9975, -0.1122, -3.5193], [2.4696, 1.0246, -2.2671], [3.1622, 1.6325, -3.7584], [1.6872, -0.1573, -5.8138], [1.9742, 1.5786, -5.8708], [0.3325, 0.9665, -6.0324], [0.4311, 2.4230, -2.5666], [-0.5516, 2.3254, -4.0339], [1.0454, 3.0843, -4.0856]],
  "forces_ev_per_a": [[-1.070, -0.621, -0.572], [-0.237, -0.565, -0.102], [-0.240, 0.049, 0.019], [0.021, 0.050, 0.031], [0.089, -0.056, -0.014], [-0.068, 0.023, 0.005], [0.046, 0.038, -0.001], [0.046, 0.035, 0.022], [-0.025, -0.166, -0.120], [0.066, 0.199, 0.036], [0.132, -0.039, 0.168], [-0.254, 0.113, -0.046], [0.011, 0.020, 0.011], [0.005, -0.014, -0.011], [-0.004, -0.020, 0.018], [0.036, 0.011, -0.025], [0.022, 0.008, 0.001], [-0.019, -0.045, 0.055], [0.089, 0.049, -0.049], [-0.245, -0.097, 0.135], [0.016, 0.016, -0.037], [0.042, 0.475, -0.230], [-0.110, -0.007, 0.252], [0.022, -0.018, -0.053], [0.070, -0.154, 0.151], [0.078, -0.245, -0.457], [-0.163, -0.146, 0.123], [-0.018, 0.003, -0.032], [0.051, 0.033, -0.038], [0.067, -0.425, 0.781], [1.146, 1.152, 0.436], [0.123, 0.450, -1.263], [-0.250, -0.712, 0.466], [0.121, -0.032, 0.512], [0.541, 0.785, 0.019], [-0.293, -0.414, -0.809], [0.130, 0.040, 0.452], [-0.026, 0.121, 0.194], [-0.072, -0.116, -0.121], [0.020, -0.063, -0.032], [-0.001, -0.069, -0.069], [-0.016, -0.020, 0.005], [-0.013, -0.043, 0.020], [-0.016, 0.019, -0.006], [0.039, -0.027, -0.042], [0.011, 0.012, -0.008], [0.007, -0.005, 0.006], [0.003, 0.003, 0.004], [-0.001, 0.005, 0.006], [-0.025, -0.009, -0.031], [0.037, 0.011, 0.015], [0.045, 0.060, -0.040], [0.023, 0.015, -0.004], [-0.006, 0.004, 0.011], [0.001, 0.020, 0.007], [0.007, 0.006, -0.008], [-0.004, -0.011, 0.022], [-0.020, -0.002, -0.011], [-0.083, 0.100, 0.135], [0.001, 0.005, 0.025], [0.038, 0.005, 0.035], [0.016, 0.018, -0.015], [0.012, 0.080, 0.041], [0.017, 0.015, 0.034], [-0.004, 0.019, 0.003], [-0.017, 0.024, -0.008], [0.013, 0.002, 0.020], [0.013, 0.031, 0.016], [0.031, 0.012, -0.031], [-0.009, 0.008, -0.005]],
  "nbo_charge": [1.84, 0.22, -0.10, -0.19, -0.18, -0.13, -0.06, -0.11, -0.21, -0.19, -0.51, -0.04, 0.25, 0.25, 0.24, 0.25, 0.25, 0.23, -0.60, -0.25, -0.60, 0.02, -0.21, -0.12, -0.21, 0.02, -0.23, -0.61, -0.60, 0.12, -0.59, 0.10, 0.07, -0.10, -0.30, 0.41, -0.73, -0.14, -0.58, -0.60, -0.59, 0.23, 0.20, 0.23, 0.19, 0.22, 0.21, 0.23, 0.23, 0.24, 0.23, 0.17, 0.23, 0.22, 0.22, 0.23, 0.21, 0.22, 0.26, 0.26, 0.27, 0.23, 0.17, 0.25, 0.23, 0.24, 0.23, 0.20, 0.23, 0.24],
  "e_lumo_ev": -9.28,
  "largest_force_ev_per_a": 1.7,
  "orbital_gap_ev": 4.681,
  "charge": 2,
  "total_energy_ha": -4099.513370
}

***

Q: Number 2 is which compound?
A: C6H14BNO